Version i
Here is a gas-phase ion, C12H17N2 (charge +1) from OMol25. Energies are from ωB97M-V/def2-TZVPD.

The total charge is +1. As for the SMILES: CC(C)(C)NCCCC1=C=[N+]=CC#C1. As for the multiplicity: 1.

Geometry (Å):
C: -1.423 2.635 2.375
C: -0.487 3.071 1.667
C: -2.181 1.458 2.294
C: 0.107 2.345 0.638
C: -0.718 1.179 0.538
C: 1.150 2.742 -0.354
C: 1.106 1.777 -1.553
C: 1.197 0.292 -1.131
C: 0.483 -2.638 -1.243
C: 0.634 -1.584 1.187
C: -1.582 -1.961 0.006
C: -0.170 -1.575 -0.183
N: -1.679 0.758 1.267
N: -0.125 -0.273 -0.831
H: -2.922 0.963 2.980
H: 0.902 3.757 -0.646
H: 2.165 2.705 0.120
H: 0.274 2.151 -2.144
H: 1.949 2.112 -2.231
H: 1.727 -0.311 -1.993
H: 1.878 0.138 -0.387
H: 0.491 -3.572 -0.709
H: 0.176 -2.745 -2.270
H: 1.597 -2.328 -1.145
H: 1.604 -1.114 1.091
H: 0.664 -2.565 1.745
H: -0.083 -1.038 1.984
H: -1.603 -2.649 0.848
H: -2.239 -1.093 0.303
H: -1.963 -2.466 -0.834
H: -0.929 -0.174 -1.388


Version ii
Here is a gas-phase ion, C12H17N2 (charge +1) from OMol25. Energies are from ωB97M-V/def2-TZVPD.

The total charge is +1. As for the SMILES: CN1C=C[N@@H+](C)[C@@]1(C)c1ccccc1. As for the multiplicity: 1.

Geometry (Å):
C: 3.507 0.422 -0.745
C: 2.985 1.277 0.242
C: 2.560 -0.290 -1.429
C: 1.699 1.212 0.639
C: 1.176 -0.388 -0.994
C: 0.782 0.322 0.069
C: -2.393 -0.895 -0.508
C: -2.232 -1.392 0.749
C: -0.696 0.239 0.398
C: -1.308 1.411 1.164
C: -1.505 0.958 -1.841
C: 0.033 -2.143 1.251
N: -1.451 -0.013 -0.792
N: -0.993 -1.017 1.325
H: 4.543 0.445 -1.085
H: 3.559 2.148 0.585
H: 2.986 -0.821 -2.289
H: 1.360 2.038 1.247
H: 0.592 -1.069 -1.669
H: -3.327 -0.868 -1.048
H: -2.893 -2.123 1.178
H: -2.388 1.298 1.270
H: -1.105 2.334 0.715
H: -1.013 1.488 2.157
H: -0.428 1.199 -2.125
H: -2.124 0.433 -2.667
H: -1.989 1.896 -1.774
H: -0.094 -2.889 0.426
H: 1.083 -1.817 0.965
H: 0.092 -2.679 2.215
H: -1.021 -0.716 2.368


Relative to the most stable structure, the computed energies are version i 0.1589; version ii 0.0000, all in hartree.